Record 1
Formula: C7H8N2
Source: OMol25
Level of theory: ωB97M-V/def2-TZVPD

Geometry as XYZ:
```
17
Properties=species:S:1:pos:R:3:nbo_charge:R:1
C -3.01 -1.09 0.34 -0.286
C -2.30 -0.15 -0.04 -0.044
C -1.25 0.89 -0.48 -0.448
C 0.22 0.28 -0.36 0.116
C 1.34 1.26 -0.15 -0.415
C 1.00 0.18 0.86 -0.320
C 1.78 -0.95 0.66 0.000
N 1.72 -1.51 -0.54 -0.210
N 0.65 -0.88 -1.11 -0.449
H -3.71 -1.79 1.08 0.281
H -1.45 1.89 -0.09 0.259
H -1.59 0.75 -1.69 0.249
H 1.01 2.21 0.38 0.217
H 2.30 1.23 -0.59 0.231
H 0.79 0.27 2.02 0.233
H 2.48 -1.20 1.39 0.194
H 0.03 -1.39 -1.68 0.393
```

Computed properties:
Spin multiplicity = 1
Kohn-Sham gap = 9.0 eV
Charge = 0


Record 2
Formula: C7H8N2O
Source: OMol25
Level of theory: ωB97M-V/def2-TZVPD

Geometry as XYZ:
```
18
Properties=species:S:1:pos:R:3:nbo_charge:R:1
C -3.49 -0.39 0.17 -0.704
C -2.14 0.15 -0.12 0.662
O -2.00 1.19 -0.73 -0.557
N -1.06 -0.60 0.37 -0.619
C 0.31 -0.31 0.18 0.371
C 1.25 -1.30 -0.12 -0.280
C 2.54 -1.01 -0.34 -0.149
C 2.91 0.35 -0.06 -0.255
C 2.03 1.24 0.29 -0.003
N 0.68 0.97 0.40 -0.397
H -4.22 0.13 -0.49 0.261
H -3.58 -0.64 1.47 0.232
H -3.55 -1.39 -0.27 0.223
H -1.16 -1.44 0.66 0.371
H 0.90 -2.20 -0.27 0.198
H 3.18 -1.68 -0.86 0.220
H 4.18 0.39 -0.18 0.218
H 2.40 2.33 0.49 0.209
```

Computed properties:
Spin multiplicity = 1
Kohn-Sham gap = 9.9 eV
Charge = 0


Record 3
Formula: C7H8N2O
Source: OMol25
Level of theory: ωB97M-V/def2-TZVPD

Geometry as XYZ:
```
18
Properties=species:S:1:pos:R:3:nbo_charge:R:1
C 1.76 -1.75 -0.68 -0.410
N 1.07 -0.57 -1.01 -0.249
N 1.31 -0.20 -2.26 0.231
O 0.68 0.81 -2.69 -0.414
C 0.14 0.04 -0.22 0.114
C 0.17 1.43 0.07 -0.174
C -0.80 2.00 0.92 -0.214
C -1.78 1.12 1.49 -0.179
C -1.77 -0.17 1.26 -0.240
C -0.85 -0.71 0.41 -0.204
H 2.71 -1.88 -1.22 0.238
H 2.09 -1.71 0.36 0.213
H 1.09 -2.57 -0.84 0.197
H 0.88 2.08 -0.37 0.222
H -0.68 3.03 0.95 0.221
H -2.66 1.65 2.22 0.217
H -2.44 -0.93 1.60 0.224
H -0.91 -1.68 0.01 0.206
```

Computed properties:
Spin multiplicity = 1
Kohn-Sham gap = 9.6 eV
Charge = 0


Record 4
Formula: C7H8N2O
Source: OMol25
Level of theory: ωB97M-V/def2-TZVPD

Geometry as XYZ:
```
18
Properties=species:S:1:pos:R:3:nbo_charge:R:1
H -2.01 -0.51 1.74 0.347
N -1.73 0.45 1.52 -0.602
C -0.77 0.57 0.74 0.346
C -0.10 1.81 0.22 -0.572
C 0.89 0.90 -0.49 0.358
N 1.93 1.02 -1.17 -0.614
H 2.23 1.97 -1.37 0.347
C 0.19 -0.36 -0.01 -0.196
C 1.04 -1.29 0.86 -0.585
C -0.50 -1.11 -1.14 -0.545
C -1.77 -1.08 -1.35 0.724
O -2.92 -1.07 -1.51 -0.444
H -0.71 2.43 -0.43 0.253
H 0.34 2.45 0.99 0.250
H 0.41 -1.79 1.59 0.216
H 1.53 -2.04 0.24 0.223
H 1.80 -0.71 1.38 0.219
H 0.15 -1.63 -1.82 0.274
```

Computed properties:
Spin multiplicity = 1
Kohn-Sham gap = 9.7 eV
Charge = 0


Record 5
Formula: C7H8N2O
Source: OMol25
Level of theory: ωB97M-V/def2-TZVPD

Geometry as XYZ:
```
18
Properties=species:S:1:pos:R:3:nbo_charge:R:1
O -1.18 -1.69 -0.08 -0.300
N -0.76 -0.64 0.41 0.118
C 0.62 -0.43 0.29 0.004
C 1.55 -1.47 0.25 -0.180
C 2.89 -1.19 0.03 -0.225
C 3.34 0.12 -0.01 -0.169
C 2.48 1.18 -0.01 -0.230
C 1.12 0.89 0.11 -0.153
H 1.02 -2.40 0.30 0.235
H 3.63 -2.07 0.11 0.228
H 4.45 0.35 -0.11 0.222
H 2.83 2.20 -0.14 0.230
H 0.40 1.66 0.09 0.225
C -4.89 0.86 -0.27 -0.029
N -3.67 0.89 -0.06 -0.623
H -5.46 -0.07 -0.69 0.127
H -5.39 1.72 -0.11 0.152
H -2.99 0.09 -0.11 0.369
```

Computed properties:
Spin multiplicity = 1
Kohn-Sham gap (alpha / beta) = 8.1 / 8.1 eV
Charge = 0


Record 6
Formula: C7H8N2O2
Source: OMol25
Level of theory: ωB97M-V/def2-TZVPD

Geometry as XYZ:
```
19
Properties=species:S:1:pos:R:3:nbo_charge:R:1
N -0.56 -1.71 2.29 -0.891
C -0.76 -0.88 1.08 0.093
C -1.50 0.24 0.85 -0.208
C -1.29 1.23 -0.25 -0.183
C -0.05 1.03 -1.04 -0.189
C 0.58 2.28 -1.58 0.792
O 0.91 3.43 -0.76 -0.563
O 0.89 2.29 -3.11 -0.738
C 0.71 -0.17 -0.78 -0.252
C 0.40 -1.02 0.25 0.160
N 0.91 -2.30 0.25 -0.834
H 0.58 -2.05 2.31 0.422
H -1.10 -1.32 3.23 0.408
H -2.10 0.90 1.81 0.213
H -1.60 2.19 0.11 0.235
H 0.36 1.51 -3.76 0.503
H 1.56 -0.16 -1.41 0.223
H 1.80 -2.40 -0.06 0.387
H 0.26 -3.10 0.57 0.423
```

Computed properties:
Spin multiplicity = 1
Kohn-Sham gap = 8.0 eV
Charge = 0


Record 7
Formula: C7H8N2O2
Source: OMol25
Level of theory: ωB97M-V/def2-TZVPD

Geometry as XYZ:
```
19
Properties=species:S:1:pos:R:3:nbo_charge:R:1
N -0.60 2.26 -0.48 -0.828
C -0.95 1.35 -1.44 0.798
O -1.58 1.36 -2.47 -0.631
N -0.16 0.19 -1.43 -0.671
C 0.42 -0.33 -0.21 0.077
C 1.82 -0.59 -0.24 -0.216
C 2.18 -1.25 0.96 -0.208
C 1.40 -1.66 2.04 -0.216
C 0.10 -1.16 2.12 -0.272
C -0.42 -0.59 0.93 0.267
O -1.71 -0.29 0.54 -0.663
H 0.31 2.07 -0.22 0.389
H -0.73 3.12 -1.06 0.400
H -0.44 -0.48 -2.10 0.408
H 2.44 -0.10 -0.94 0.234
H 3.38 -1.43 1.03 0.203
H 2.00 -2.14 2.79 0.230
H -0.45 -1.12 2.99 0.216
H -2.24 -0.21 1.35 0.483
```

Computed properties:
Spin multiplicity = 1
Kohn-Sham gap = 9.3 eV
Charge = 0


Record 8
Formula: C7H8N2O2
Source: OMol25
Level of theory: ωB97M-V/def2-TZVPD

Geometry as XYZ:
```
19
Properties=species:S:1:pos:R:3:nbo_charge:R:1
N -3.55 0.50 0.02 -0.809
C -2.66 -0.05 -1.01 -0.244
C -1.28 -0.46 -0.53 -0.029
C -0.96 -1.79 -0.31 -0.190
C 0.29 -2.18 0.17 -0.200
C 1.27 -1.22 0.43 -0.218
C 0.95 0.10 0.18 0.093
N 2.01 1.13 0.39 0.520
O 3.10 0.73 0.77 -0.380
O 1.75 2.28 0.14 -0.366
C -0.28 0.49 -0.29 -0.222
H -3.68 -0.22 0.75 0.352
H -3.13 1.29 0.47 0.355
H -2.59 0.70 -1.81 0.203
H -3.17 -0.91 -1.45 0.199
H -1.71 -2.55 -0.55 0.216
H 0.50 -3.24 0.32 0.224
H 2.25 -1.47 0.80 0.252
H -0.47 1.54 -0.51 0.244
```

Computed properties:
Spin multiplicity = 1
Kohn-Sham gap = 9.2 eV
Charge = 0


Record 9
Formula: C7H8N2O2
Source: OMol25
Level of theory: ωB97M-V/def2-TZVPD

Geometry as XYZ:
```
19
Properties=species:S:1:pos:R:3:nbo_charge:R:1
C -0.03 0.65 -0.48 -0.441
C -0.26 1.92 0.25 0.095
C -2.13 1.76 -1.29 -0.230
C 0.15 -0.81 -0.15 0.045
C -1.32 0.61 -1.30 0.227
C -0.64 -1.45 -0.99 0.495
C 1.81 -0.61 1.63 -0.401
N -1.34 2.52 -0.31 -0.454
N 1.19 -1.35 0.56 -0.605
O -1.52 -0.68 -1.71 -0.460
O -0.66 -2.78 -1.27 -0.661
H 0.79 0.79 -1.16 0.304
H 0.32 2.59 1.00 0.220
H 1.40 -1.03 2.64 0.178
H 2.96 -0.65 1.73 0.200
H 1.47 0.46 1.44 0.195
H -1.80 3.27 0.23 0.423
H 1.15 -2.28 0.67 0.383
H -1.54 -2.93 -1.48 0.485
```

Computed properties:
Spin multiplicity = 1
Kohn-Sham gap (alpha / beta) = 7.0 / 7.0 eV
Charge = 0


Record 10
Formula: C7H8N2P
Source: OMol25
Level of theory: ωB97M-V/def2-TZVPD

Geometry as XYZ:
```
18
Properties=species:S:1:pos:R:3:nbo_charge:R:1
C -2.36 0.20 0.05 -0.040
C -2.42 -1.25 0.00 -0.275
C -1.23 0.92 -0.02 -0.304
C -1.24 -1.96 -0.01 0.092
C -0.14 0.15 -0.02 0.421
C 3.43 -1.06 -0.44 -0.604
C 1.49 1.98 0.07 -0.410
N -0.10 -1.22 -0.01 -0.516
N 1.13 0.58 0.19 -0.655
P 1.88 -0.95 -0.08 1.315
H -3.33 0.73 0.27 0.252
H -3.35 -1.78 0.23 0.261
H -1.01 1.92 -0.09 0.249
H -1.31 -3.04 -0.05 0.258
H 3.95 -2.04 -0.39 0.256
H 2.46 2.09 0.56 0.253
H 1.51 2.27 -0.97 0.225
H 0.65 2.46 0.68 0.222
```

Computed properties:
Spin multiplicity = 1
Kohn-Sham gap = 8.0 eV
Charge = +1


Record 11
Formula: C7H8N3O3S
Source: OMol25
Level of theory: ωB97M-V/def2-TZVPD

Geometry as XYZ:
```
22
Properties=species:S:1:pos:R:3:nbo_charge:R:1
C 1.18 -0.56 -3.07 -0.227
C 1.08 -1.89 -3.35 -0.424
C 0.76 -0.21 -1.76 -0.095
C 0.27 -1.40 -1.12 -0.107
C -0.27 -0.10 0.68 0.536
C -0.97 0.03 2.24 0.398
C 0.82 1.16 -1.15 -0.231
N -0.23 -1.30 0.17 -0.540
N -1.14 1.08 2.98 0.319
N -0.02 1.03 0.06 -0.530
O -0.78 2.29 2.44 -0.569
O -1.69 0.96 4.07 -0.476
O -1.42 -1.17 2.73 -0.674
S 0.40 -2.79 -2.11 0.564
H 1.72 0.13 -3.76 0.248
H 1.59 -2.32 -4.28 0.285
H 1.83 1.37 -0.76 0.224
H 0.53 2.04 -1.89 0.260
H -0.50 -2.28 0.60 0.492
H -0.45 1.82 0.57 0.460
H -0.99 3.08 3.01 0.542
H -1.74 -0.99 3.69 0.546
```

Computed properties:
Spin multiplicity = 1
Kohn-Sham gap = 8.1 eV
Charge = +1


Record 12
Formula: C7H8N4O3
Source: OMol25
Level of theory: ωB97M-V/def2-TZVPD

Geometry as XYZ:
```
22
Properties=species:S:1:pos:R:3:nbo_charge:R:1
O 0.48 0.03 3.81 -0.416
N -0.26 -0.27 2.90 0.512
N -0.38 -1.41 2.45 -0.078
N -1.27 -1.70 1.46 -0.466
C -2.30 -0.79 1.14 -0.251
C -1.59 0.58 1.19 0.010
C -0.63 0.57 0.06 0.112
N 0.61 0.69 0.16 -0.403
C 1.34 0.61 -1.08 0.381
C 2.63 0.80 -1.39 -0.303
C 2.72 0.53 -2.78 -0.311
C 1.47 0.24 -3.23 0.092
O 0.66 0.19 -2.19 -0.429
O -1.04 0.84 2.42 -0.349
H -1.54 -2.65 1.54 0.391
H -3.11 -0.85 1.80 0.202
H -2.52 -0.83 -0.03 0.214
H -2.24 1.49 0.96 0.230
H -1.17 0.48 -0.91 0.167
H 3.51 0.76 -0.68 0.251
H 3.65 0.67 -3.43 0.233
H 0.98 0.03 -4.19 0.210
```

Computed properties:
Spin multiplicity = 1
Kohn-Sham gap = 9.1 eV
Charge = 0


Record 13
Formula: C7H8NO2S2
Source: OMol25
Level of theory: ωB97M-V/def2-TZVPD

Geometry as XYZ:
```
20
Properties=species:S:1:pos:R:3:nbo_charge:R:1
C 2.46 -0.94 -1.46 -0.190
C 2.55 -2.30 -1.17 -0.291
C 1.29 -0.21 -0.85 -0.176
C 0.62 -1.06 0.12 -0.247
C 0.91 1.11 -1.14 -0.266
C -0.37 -0.60 1.14 -0.253
C -0.43 1.60 0.27 -0.244
N -1.28 0.42 0.50 -0.524
O 0.12 3.31 -2.03 -0.884
O 1.89 2.30 -3.43 -0.810
S 1.30 -2.63 0.13 0.501
S 0.77 2.13 -2.52 1.916
H 2.97 -0.54 -2.28 0.251
H 3.02 -3.21 -1.37 0.265
H -1.01 -1.49 1.56 0.267
H 0.07 0.01 1.99 0.247
H 0.19 1.93 1.13 0.252
H -0.90 2.48 -0.19 0.280
H -1.75 0.05 -0.29 0.448
H -2.02 0.85 1.14 0.458
```

Computed properties:
Spin multiplicity = 1
Kohn-Sham gap (alpha / beta) = 6.9 / 6.9 eV
Charge = +1


| no. | maximum force (Eh/bohr) |
| --- | --- |
| 1 | 0.1158 |
| 2 | 0.1678 |
| 3 | 0.1472 |
| 4 | 0.0226 |
| 5 | 0.1020 |
| 6 | 0.2096 |
| 7 | 0.1064 |
| 8 | 0.0198 |
| 9 | 0.0814 |
| 10 | 0.0803 |
| 11 | 0.1078 |
| 12 | 0.0818 |
| 13 | 0.1121 |